a.
Density functional theory data (ωB97M-V with the def2-TZVPD basis set) for 2 unconnected molecules or ions with the total composition ClH4NSi.

Results
M (g/mol): 81.58
Highest occupied orbital energy (Ha): -0.3270
Orbital gap (eV): 7.916

```
7
Properties=species:S:1:pos:R:3:nbo_charge:R:1
N 0.7534 -0.0678 0.4696 -1.078
Si -2.7798 0.3634 -0.8387 0.739
Cl -4.3404 -0.1048 0.3945 -0.434
H 0.0541 -0.4201 -0.1733 0.359
H 1.0566 0.7547 0.0605 0.352
H 1.5219 -0.8125 0.5836 0.363
H -3.4505 0.9840 -2.0266 -0.300
```

b.
Density functional theory data (ωB97M-V with the def2-TZVPD basis set) for 3 unconnected molecules or ions with the total composition ClH4NSi.

Results
M (g/mol): 81.58
Highest occupied orbital energy (Ha): -0.3673
Orbital gap (eV): 10.070

```
7
Properties=species:S:1:pos:R:3:nbo_charge:R:1
N -0.3610 -0.8078 -1.2238 -1.318
Si 0.2902 0.6788 -1.0967 1.480
Cl 2.1522 0.6342 -0.3522 -0.384
H -0.2731 -0.8571 3.1303 0.001
H -1.2441 -1.0603 -1.7242 0.398
H 0.3106 2.1043 -1.2166 -0.176
H -0.8748 -0.6922 2.4833 -0.001
```

c.
Density functional theory data (ωB97M-V with the def2-TZVPD basis set) for 2 unconnected molecules or ions with the total composition ClH4NSi.

Results
M (g/mol): 81.58
Highest occupied orbital energy (Ha): -0.3576
Orbital gap (eV): 9.847

```
7
Properties=species:S:1:pos:R:3:nbo_charge:R:1
N -0.0120 -0.6784 0.2120 -1.320
Si -0.8328 0.5717 0.7859 1.309
Cl 2.8126 -1.3577 -2.8215 -0.285
H 0.6898 -0.7104 -0.5368 0.396
H -1.1466 1.9719 0.3311 -0.200
H -1.6757 0.2280 2.0793 -0.186
H 4.0145 -0.7648 -2.6788 0.286
```

Ranked by calculated energy, most stable first: a, b, c.

a.
Density functional theory data (ωB97M-V with the def2-TZVPD basis set) for C2H4N2O in the gas phase.

Results
M (g/mol): 72.07
Highest occupied orbital energy (Ha): -0.3625
Orbital gap (eV): 10.210

```
9
Properties=species:S:1:pos:R:3:nbo_charge:R:1
C -1.4610 -0.4959 0.0335 -0.168
C 1.4431 -0.1409 0.0194 0.536
H -2.7134 -0.4554 -0.2885 0.228
H -0.7581 -1.4317 -0.1677 0.183
H 0.5445 2.0243 0.0219 0.430
H 0.7806 -1.0063 0.3794 0.089
N -0.9560 0.7149 0.0551 -0.239
N 0.5099 0.8748 -0.0281 -0.519
O 2.6105 -0.0838 -0.0249 -0.540
```

b.
Density functional theory data (ωB97M-V with the def2-TZVPD basis set) for C2H4N2O in the gas phase.

Results
M (g/mol): 72.07
Highest occupied orbital energy (Ha): -0.3037
Orbital gap (eV): 9.059

```
9
Properties=species:S:1:pos:R:3:nbo_charge:R:1
N 0.1376 0.4429 1.2878 -0.796
C -0.3488 0.9642 0.1849 0.343
N -0.7273 0.0829 -0.7321 -0.684
C 0.0520 -1.3280 -0.4403 0.396
O -0.0797 -2.1658 -1.2671 -0.551
H 0.6379 1.0429 1.9264 0.390
H -0.4026 2.0423 0.0054 0.178
H -0.9910 0.3992 -1.6558 0.395
H 0.3957 -0.6742 0.8556 0.329
```

Ranked by calculated energy, most stable first: b, a.

a.
Density functional theory data (ωB97M-V with the def2-TZVPD basis set) for 2 unconnected molecules or ions with the total composition C6H12O.

Results
M (g/mol): 100.16
Highest occupied orbital energy (Ha): -0.3369
Orbital gap (eV): 10.074

```
19
Properties=species:S:1:pos:R:3:nbo_charge:R:1
C 2.6987 -2.2511 -0.8467 -0.494
C 1.8070 -1.6458 -0.0836 0.132
O 2.0117 -1.3840 1.2457 -0.694
H 2.4424 -2.5106 -1.8641 0.205
H 3.6796 -2.5489 -0.5047 0.206
H 0.8682 -1.2854 -0.4893 0.166
H 1.6086 -0.5391 1.4619 0.480
C -1.2898 0.5823 0.5817 -0.204
C -1.1929 1.4332 -0.4297 -0.176
C -0.8124 2.8755 -0.2871 -0.640
C -1.7121 -0.8450 0.4695 -0.647
H -1.0775 0.9614 1.5792 0.187
H -1.4113 1.0974 -1.4403 0.190
H -0.0393 3.1632 -1.0003 0.216
H -1.6765 3.5199 -0.4631 0.217
H -0.4551 3.0888 0.7205 0.208
H -1.8313 -1.1535 -0.5714 0.212
H -2.6436 -1.0444 1.0029 0.221
H -0.9743 -1.5136 0.9190 0.217
```

b.
Density functional theory data (ωB97M-V with the def2-TZVPD basis set) for C6H12O in the gas phase.

Results
M (g/mol): 100.16
Highest occupied orbital energy (Ha): -0.3436
Orbital gap (eV): 10.226

```
19
Properties=species:S:1:pos:R:3:nbo_charge:R:1
C -1.7090 -1.3128 -0.4705 -0.606
C -1.1953 0.0295 0.0529 -0.397
C 0.3035 0.2871 -0.1239 -0.081
C 1.0292 -0.4914 -1.2079 -0.603
C 0.7656 1.7065 0.1287 -0.432
C 1.1352 0.6340 1.0925 0.081
O 0.5557 0.7313 2.3595 -0.701
H -1.2066 -2.1668 -0.0020 0.200
H -1.5726 -1.4048 -1.5534 0.202
H -2.7830 -1.4100 -0.2751 0.213
H -1.4395 0.1277 1.1173 0.217
H -1.7493 0.8279 -0.4560 0.201
H 1.2566 -1.5137 -0.8826 0.208
H 0.4386 -0.5589 -2.1275 0.212
H 1.9793 -0.0133 -1.4698 0.211
H 0.0169 2.4061 0.4931 0.225
H 1.5329 2.1369 -0.5101 0.213
H 2.1707 0.2882 1.0929 0.169
H 0.4851 -0.1631 2.7163 0.468
```

Ranked by calculated energy, most stable first: b, a.

a.
Density functional theory data (ωB97M-V with the def2-TZVPD basis set) for a molecular structure, C5H10O.

Results
M (g/mol): 86.13
Highest occupied orbital energy (Ha): -0.3028
Orbital gap (eV): 9.153

```
16
Properties=species:S:1:pos:R:3:nbo_charge:R:1
C 2.0879 0.2580 0.0125 -0.603
C 0.8507 -0.2329 -0.7424 -0.448
C -0.4461 -0.0089 -0.0365 0.296
O -0.4497 -1.0466 1.4876 -0.855
C -1.2776 0.9934 0.4974 -0.592
C -1.8420 0.0420 -0.5506 -0.463
H 2.9947 0.1018 -0.5866 0.211
H 2.1964 -0.2876 0.9570 0.220
H 2.0048 1.3284 0.2390 0.210
H 0.9515 -1.2946 -1.0112 0.216
H 0.7439 0.3081 -1.6987 0.229
H -1.0636 -1.7838 1.3024 0.482
H -1.0785 -0.0760 1.6000 0.479
H -1.1526 2.0703 0.4036 0.225
H -2.5949 -0.7016 -0.2651 0.191
H -1.9251 0.3299 -1.6084 0.201
```

b.
Density functional theory data (ωB97M-V with the def2-TZVPD basis set) for 2 unconnected molecules or ions with the total composition C5H10O.

Results
M (g/mol): 86.13
Highest occupied orbital energy (Ha): -0.3132
Orbital gap (eV): 8.515

```
16
Properties=species:S:1:pos:R:3:nbo_charge:R:1
C -1.3031 -1.2104 -1.0410 -0.849
C 0.3376 1.0969 -0.2273 0.219
C -0.8277 1.6533 0.4977 -0.795
C 1.1831 0.2499 0.6531 -0.711
C 1.9414 -0.8779 -0.0287 0.453
O 1.8361 -1.2250 -1.1767 -0.494
H -2.3446 -0.9276 -1.2104 0.212
H -1.1578 -1.3972 0.0276 0.198
H -1.0676 -2.1217 -1.5931 0.226
H -0.6322 -0.4137 -1.3960 0.236
H -0.4950 2.6603 0.8080 0.276
H -1.6711 1.8214 -0.1804 0.247
H -1.1517 1.1165 1.4041 0.185
H 1.9543 0.9588 1.0164 0.290
H 0.7148 -0.1508 1.5764 0.202
H 2.6252 -1.4327 0.6414 0.105
```

Ranked by calculated energy, most stable first: b, a.

a.
Density functional theory data (ωB97M-V with the def2-TZVPD basis set) for 2 unconnected molecules or ions with the total composition C5H10O.

Results
M (g/mol): 86.13
Highest occupied orbital energy (Ha): -0.3416
Orbital gap (eV): 10.197

```
16
Properties=species:S:1:pos:R:3:nbo_charge:R:1
C -0.6544 -0.2464 -0.8316 -0.451
C 0.7217 0.0399 -0.3790 -0.059
C 1.9106 -0.8205 -0.4980 -0.601
C 0.4812 1.3769 0.2578 -0.389
C -0.2842 0.1661 0.6424 -0.216
O -2.7619 0.2442 1.0504 -0.941
H -0.9094 -1.2876 -1.0578 0.218
H -2.2270 0.2000 0.2425 0.481
H -1.0746 0.4394 -1.5893 0.210
H 2.6000 -0.6207 0.3249 0.215
H 2.3978 -0.6214 -1.4520 0.216
H 1.6126 -1.8753 -0.4658 0.213
H 1.2486 1.7169 0.9511 0.212
H -0.0539 2.1726 -0.2632 0.198
H -0.3739 -0.2469 1.6502 0.241
H -2.6332 -0.6371 1.4174 0.454
```

b.
Density functional theory data (ωB97M-V with the def2-TZVPD basis set) for C5H10O in the gas phase.

Results
M (g/mol): 86.13
Highest occupied orbital energy (Ha): -0.2443
Orbital gap (eV): 7.612

```
16
Properties=species:S:1:pos:R:3:nbo_charge:R:1
C -1.7511 -0.9907 -0.2231 -0.247
O -0.8766 0.0113 0.3091 -0.471
C -0.8508 1.3439 -0.5841 -0.335
C 0.6208 1.5165 -0.2326 -0.533
C 0.7689 0.0270 -0.2544 0.223
C 1.5336 -0.7914 0.7394 -0.668
H -1.5251 -1.9355 0.2795 0.178
H -1.5997 -1.0610 -1.3026 0.199
H -2.8068 -0.7437 -0.0393 0.205
H -1.5049 2.0727 -0.0989 0.141
H 0.9227 1.9226 0.7506 0.174
H 1.1548 2.0432 -1.0280 0.228
H 0.7447 -0.3833 -1.2751 0.216
H 1.1456 -1.8149 0.7312 0.225
H 1.4223 -0.3705 1.7401 0.229
H 2.6017 -0.8464 0.4880 0.238
```

Ranked by calculated energy, most stable first: a, b.

a.
Density functional theory data (ωB97M-V with the def2-TZVPD basis set) for C5H10O in the gas phase.

Results
M (g/mol): 86.13
Highest occupied orbital energy (Ha): -0.3342
Orbital gap (eV): 10.186

```
16
Properties=species:S:1:pos:R:3:nbo_charge:R:1
C 1.5277 1.7674 -1.3016 -0.252
O 0.8512 1.8797 -0.0630 -0.524
C 0.3925 0.6483 0.4112 -0.067
C -1.0995 -1.9991 1.5349 -0.408
C -0.8827 -1.5764 0.2855 -0.184
C -0.9996 -0.1493 -0.1925 -0.481
H 1.9279 2.7508 -1.5717 0.196
H 0.8296 1.4413 -2.0819 0.168
H 2.3655 1.0510 -1.2543 0.165
H 1.2081 -0.0822 0.3841 0.169
H -1.4842 -1.3441 2.3167 0.190
H -0.8892 -3.0248 1.8392 0.203
H -0.4928 -2.2908 -0.4379 0.198
H -1.0015 -0.0423 -1.2663 0.208
H -0.2835 0.7069 1.2164 0.211
H -1.9694 0.2636 0.1813 0.207
```

b.
Density functional theory data (ωB97M-V with the def2-TZVPD basis set) for C5H10O in the gas phase.

Results
M (g/mol): 86.13
Highest occupied orbital energy (Ha): -0.3001
Orbital gap (eV): 8.994

```
16
Properties=species:S:1:pos:R:3:nbo_charge:R:1
C -1.8090 0.5571 0.2122 -0.595
C -0.9267 -0.6067 -0.2430 -0.426
C 0.3708 -0.5386 0.5021 -0.198
C 2.0019 -0.9254 -0.0288 -0.541
C 1.4109 0.4362 0.1144 0.041
O 1.1727 1.0788 -1.1195 -0.709
H -1.3055 1.5163 0.0431 0.191
H -2.0320 0.4894 1.2837 0.205
H -2.7550 0.5723 -0.3339 0.217
H -1.4421 -1.5565 -0.0584 0.208
H -0.7170 -0.5394 -1.3116 0.231
H 0.2970 -0.6450 1.5892 0.220
H 1.2587 -1.6884 0.4929 0.312
H 2.0225 -1.1615 -1.0984 0.204
H 1.7722 1.1252 0.8750 0.171
H 0.6803 1.8861 -0.9191 0.468
```

c.
Density functional theory data (ωB97M-V with the def2-TZVPD basis set) for a molecular structure, C5H10O.

Results
M (g/mol): 86.13
Highest occupied orbital energy (Ha): -0.2883
Orbital gap (eV): 8.872

```
16
Properties=species:S:1:pos:R:3:nbo_charge:R:1
C -2.1095 0.4499 -0.2080 -0.297
C -0.7575 -1.0229 -0.0173 -0.154
O -0.5054 0.4378 -0.8529 -0.489
C 0.4437 -0.1812 0.0301 0.138
C 1.6512 -0.5845 -0.7927 -0.613
C 0.7750 0.6044 1.2801 -0.626
H -2.8552 -0.3218 -0.3972 0.205
H -2.3189 1.3104 -0.8563 0.175
H -2.1154 0.7441 0.8368 0.210
H -0.6790 -1.7560 -0.8355 0.150
H 1.3338 -1.0257 -1.7417 0.224
H 2.2895 0.2807 -1.0063 0.212
H 2.2498 -1.3208 -0.2450 0.213
H 1.3931 -0.0084 1.9454 0.219
H -0.1298 0.8804 1.8272 0.218
H 1.3347 1.5137 1.0333 0.212
```

Ranked by calculated energy, most stable first: a, b, c.

a.
Density functional theory data (ωB97M-V with the def2-TZVPD basis set) for C5H10O in the gas phase.

Results
M (g/mol): 86.13
Highest occupied orbital energy (Ha): -0.3410
Orbital gap (eV): 10.378

```
16
Properties=species:S:1:pos:R:3:nbo_charge:R:1
C 1.9621 0.9847 1.4975 -0.252
O 1.1703 -0.1753 1.6595 -0.524
C 0.4217 -0.4776 0.5153 -0.063
C -1.6156 -1.2666 -1.7908 -0.407
C -1.1837 -0.0684 -1.3876 -0.180
C -0.9627 0.3376 0.0528 -0.478
H 2.5581 1.1303 2.4050 0.196
H 1.3172 1.8587 1.3515 0.167
H 2.6506 0.9054 0.6381 0.165
H 1.0904 -0.4985 -0.3546 0.167
H -1.9536 -2.0308 -1.0905 0.189
H -1.6365 -1.5480 -2.8432 0.203
H -0.8547 0.6429 -2.1436 0.199
H -0.8136 1.4000 0.1871 0.207
H -0.2758 -1.2546 0.6700 0.204
H -1.8742 0.0602 0.6334 0.208
```

b.
Density functional theory data (ωB97M-V with the def2-TZVPD basis set) for a molecular structure, C5H10O.

Results
M (g/mol): 86.13
Highest occupied orbital energy (Ha): -0.2833
Orbital gap (eV): 8.465

```
16
Properties=species:S:1:pos:R:3:nbo_charge:R:1
C -1.2356 -1.0684 -0.2857 -0.733
C -0.0281 0.4273 -0.2305 -0.156
C -0.8849 1.5306 0.3309 -0.627
C 1.2189 0.1056 0.5006 -0.615
C 2.1416 -0.7113 -0.1941 0.340
O 1.9074 -1.2319 -1.2950 -0.682
H -1.9107 -0.6061 -1.0023 0.249
H -1.7556 -1.2785 0.6546 0.227
H -0.7639 -1.9514 -0.7247 0.261
H 0.1275 0.3946 -1.3089 0.261
H -0.3191 2.4625 0.2316 0.243
H -1.8377 1.6383 -0.1944 0.217
H -1.0813 1.3733 1.3962 0.221
H 1.3763 0.4996 1.4979 0.225
H -0.0710 -0.6989 0.3152 0.452
H 3.1161 -0.8853 0.3086 0.117
```

Ranked by calculated energy, most stable first: a, b.